Entry one
Density functional theory data (ωB97M-V/def2-TZVPD) for 2 unconnected molecules or ions with the total composition C6H10N4.

The geometry in ORCA input format:
```
! RIJCOSX wB97M-V def2-TZVPD def2/J DEFGRID3
* xyz 0 1
C -4.29005 -1.00697 0.15556
C -3.00274 -0.26674 0.10295
N -1.79394 -0.76539 -0.05215
N -0.93616 0.25821 -0.11768
N -1.57006 1.35731 -0.00700
N -2.87816 1.06787 0.14117
H -4.08543 -2.08600 0.16335
H -4.94777 -0.77214 -0.69660
H -4.84317 -0.76601 1.08034
H -3.53523 1.82151 0.23364
C 1.79078 -0.48846 -0.62273
C 2.88990 -0.05206 -0.34901
C 4.21776 0.48687 0.00946
C 5.29681 -0.49162 0.47608
H 0.78768 -0.80728 -0.77844
H 4.08200 1.30814 0.73610
H 4.58283 0.97198 -0.90263
H 4.95345 -1.22720 1.21146
H 5.74202 -1.04876 -0.36430
H 6.09718 0.09355 0.93287
*
```

Computed properties:
**Kohn-Sham gap**: 9.6841 eV
**SMILES string**: Cc1nnn[nH]1.C#CCC



Entry two
Density functional theory data (ωB97M-V/def2-TZVPD) for 2 unconnected molecules or ions with the total composition C6H10N4.

The geometry in ORCA input format:
```
! RIJCOSX wB97M-V def2-TZVPD def2/J DEFGRID3
* xyz 0 1
C -1.21898 3.00426 -1.02444
C 0.69271 -2.45784 -0.13000
C 0.02497 -1.62001 -0.99262
C 0.34680 0.57613 -0.10225
C 0.86236 1.62725 0.25907
C 0.68279 -3.94736 -0.35697
N -0.58089 2.49242 2.39254
N -1.47174 3.08581 0.38566
N 0.04706 -0.29665 -0.96228
N -0.66824 2.58804 1.16260
H -1.48512 1.95804 -1.37281
H -1.86592 3.70103 -1.66213
H 1.13430 -2.08564 0.72526
H -0.59542 -2.02241 -1.84401
H -0.13101 3.16539 -1.27899
H 1.70017 2.07476 0.62678
H 0.66274 -4.43600 0.50329
H -0.13393 -4.22030 -1.01089
H 1.66108 -4.29099 -0.62626
H -1.25453 3.00208 2.97403
*
```

Computed properties:
**Kohn-Sham gap (spin up / spin down)**: 6.9482 / 6.9445 eV



Most stable structure, least stable structure: entry one, entry two.



Entry one
Density functional theory data (ωB97M-V/def2-TZVPD) for 2 unconnected molecules or ions with the total composition CH2ClNO.

The geometry in ORCA input format:
```
! RIJCOSX wB97M-V def2-TZVPD def2/J DEFGRID3
* xyz 0 1
C -1.23859 -0.08205 -0.34536
N 2.30687 0.71821 1.18898
O -0.84344 -0.09064 -1.47882
Cl 2.57970 -0.43526 0.23476
H -2.30829 -0.09018 -0.16653
H -0.49625 -0.02008 0.56698
*
```

Computed properties:
**Kohn-Sham gap (spin up / spin down)**: 8.6464 / 8.5881 eV



Entry two
Density functional theory data (ωB97M-V/def2-TZVPD) for a single CH2ClNO molecule.

The geometry in ORCA input format:
```
! RIJCOSX wB97M-V def2-TZVPD def2/J DEFGRID3
* xyz 0 1
C -0.33427 0.19136 0.00532
N -1.56396 0.60873 0.03361
O -2.30466 1.65381 -0.01004
Cl -2.72310 -0.91091 -0.01760
H 0.63272 0.67631 0.08015
H -0.31390 -0.85725 -0.05234
*
```

Computed properties:
**Kohn-Sham gap**: 9.4718 eV
**SMILES string**: C=[N+]([O-])Cl



Most stable structure, least stable structure: entry two, entry one.



Entry one
Density functional theory data (ωB97M-V/def2-TZVPD) for a single C18H21NO4 molecule.

The geometry in ORCA input format:
```
! RIJCOSX wB97M-V def2-TZVPD def2/J DEFGRID3
* xyz 0 1
C -7.38918 -1.67149 -1.88124
C -7.08463 -1.11740 -0.50226
O -5.74789 -0.61919 -0.50264
C -5.27671 -0.18848 0.67471
O -5.92778 -0.20808 1.69328
C -3.88478 0.30457 0.58500
C -3.17898 0.32737 -0.61532
C -1.88158 0.79507 -0.66004
C -1.26478 1.24983 0.50467
N 0.04515 1.72843 0.53244
C 0.92065 1.90292 -0.50455
O 0.66586 1.66189 -1.66048
C 2.26210 2.47409 -0.06500
C 3.39864 1.85398 -0.88061
C 3.71001 0.46430 -0.43399
C 2.93336 -0.53835 0.06346
C 3.80158 -1.63523 0.29711
C 5.04642 -1.22748 -0.07489
C 6.36944 -1.91294 -0.04245
C 7.19974 -1.46905 1.16455
O 4.99493 0.05115 -0.51521
C -1.97099 1.22507 1.70980
C -3.26597 0.75962 1.74844
H -8.40527 -2.05432 -1.90488
H -6.69977 -2.47642 -2.12165
H -7.28544 -0.89031 -2.62949
H -7.76649 -0.29965 -0.24129
H -7.17426 -1.89055 0.26949
H -3.65484 -0.02506 -1.51649
H -1.33834 0.81314 -1.58963
H 0.37008 1.99043 1.45349
H 2.43041 2.31693 1.00114
H 2.22891 3.54945 -0.25862
H 4.30605 2.45407 -0.79257
H 3.09567 1.84537 -1.93252
H 1.87588 -0.51603 0.23125
H 3.53006 -2.59602 0.68448
H 6.91402 -1.67739 -0.95932
H 6.20381 -2.99019 -0.00184
H 6.67957 -1.70723 2.08948
H 8.16270 -1.97371 1.16633
H 7.36962 -0.39569 1.12914
H -1.49495 1.57498 2.61553
H -3.82199 0.73758 2.67321
*
```

Computed properties:
**Kohn-Sham gap**: 8.7347 eV
**SMILES string**: CCOC(=O)c1ccc(NC(=O)CCc2ccc(CC)o2)cc1



Entry two
Density functional theory data (ωB97M-V/def2-TZVPD) for a molecular structure, C18H21NO4.

The geometry in ORCA input format:
```
! RIJCOSX wB97M-V def2-TZVPD def2/J DEFGRID3
* xyz 0 1
C 0.84478 5.83573 1.14782
C 0.11368 4.50516 0.70975
H -0.79622 4.45912 1.23288
H -0.00038 4.50583 -0.34368
O 0.93353 3.65313 1.08928
C 0.34828 2.34694 1.22724
C -0.95039 2.06953 0.66054
C -1.12676 0.68205 0.43160
C -0.40571 -0.33638 1.02799
C 0.65221 -0.08541 1.63185
C 1.28128 1.13045 1.94422
O 2.53109 1.35650 2.47585
C 2.70939 2.61347 2.94629
C 1.80583 2.73345 4.33393
H 0.89307 3.10871 3.82028
H 1.60391 1.99881 5.03759
H 2.03108 3.71706 4.77199
H 2.72285 3.39395 2.48790
H 3.81378 2.12890 3.46432
H 1.22537 -0.90073 2.23823
C -0.90366 -1.75480 0.88985
C -0.46270 -2.37313 -0.12164
C -0.87696 -2.42042 -1.53687
C 0.03723 -3.01838 -2.20663
N 1.37576 -3.43042 -1.64790
O 0.75012 -3.05871 -0.36906
C -0.07772 -3.11049 -3.94445
H 0.64322 -4.26601 -4.07525
C -1.53434 -3.18395 -4.12984
C -2.26347 -2.00993 -3.72575
C -2.03056 -1.89877 -2.19919
O -2.93042 -1.24382 -1.65838
H -3.22183 -2.04869 -4.03102
H -1.75402 -1.00194 -4.22040
H -1.57912 -3.24688 -5.32387
H -1.84286 -4.29589 -3.68743
H 0.66360 -2.38447 -4.47039
H -0.82081 -2.46390 1.94022
H -2.05400 -1.85256 0.90838
H -2.13266 0.43834 0.16675
H -1.54763 2.69685 0.13126
H 1.79658 5.88168 0.91321
H 0.34895 6.84741 0.81950
H 0.97841 6.10170 2.17095
*
```

Computed properties:
**Kohn-Sham gap**: 7.7882 eV



Most stable structure, least stable structure: entry one, entry two.



Entry one
Density functional theory data (ωB97M-V/def2-TZVPD) for a single C3H7NO4S molecule.

The geometry in ORCA input format:
```
! RIJCOSX wB97M-V def2-TZVPD def2/J DEFGRID3
* xyz 0 1
O -0.91031 0.65916 -2.94765
S -1.21476 0.53270 -1.55589
O -2.45586 -0.08971 -1.32324
O -1.35516 1.99866 -0.93691
C 0.24676 -0.01701 -0.69151
O 1.32709 -0.00279 -1.54073
C -0.02199 -1.33812 0.04195
N -0.18060 -0.76422 1.30051
C 0.38768 0.64938 0.91025
H -1.65986 2.00890 0.00220
H 1.05428 0.60297 -2.21745
H -0.91532 -1.94872 -0.23895
H 0.93244 -1.83963 -0.21646
H 0.23776 -1.33826 1.95202
H 1.37106 0.93845 1.14063
H -0.32625 1.49140 1.15450
*
```

Computed properties:
**Kohn-Sham gap**: 10.3010 eV
**SMILES string**: O=S(=O)(O)C1(O)CNC1



Entry two
Density functional theory data (ωB97M-V/def2-TZVPD) for a single C3H7NO4S molecule.

The geometry in ORCA input format:
```
! RIJCOSX wB97M-V def2-TZVPD def2/J DEFGRID3
* xyz 0 1
N 0.47567 1.39829 0.41539
C 0.55119 -0.07206 0.43106
C -0.48252 -0.85319 -0.46485
S -2.14433 -0.33498 -0.14767
O -2.46570 -0.63508 1.27652
O -2.27961 1.01858 -0.80109
C 1.94350 -0.40088 0.03623
O 2.30991 -1.53534 -0.21165
O 2.82275 0.66380 0.01844
H 0.35445 1.70447 -0.51653
H -0.26039 1.73403 1.03947
H 0.46799 -0.48911 1.44940
H -0.20901 -1.95248 -0.40112
H -0.26913 -0.54371 -1.50703
H -3.05447 -1.12593 -0.87278
H 2.23969 1.42359 0.25621
*
```

Computed properties:
**Kohn-Sham gap**: 10.7059 eV
**SMILES string**: N[C@@H](C[SH](=O)=O)C(=O)O



Most stable structure, least stable structure: entry two, entry one.



Entry one
Density functional theory data (ωB97M-V/def2-TZVPD) for 2 unconnected molecules or ions with the total composition C3H3NO2.

The geometry in ORCA input format:
```
! RIJCOSX wB97M-V def2-TZVPD def2/J DEFGRID3
* xyz -2 1
C 0.82384 -0.90281 0.58201
C -0.22004 -0.10122 0.12362
C 1.19226 0.42567 -0.03876
N -1.40795 0.34155 0.24177
O -1.81774 1.53860 -0.08909
O -2.86178 -1.23214 -0.47386
H 1.13779 -1.84685 0.12140
H 1.56847 1.23692 0.60280
H 1.58516 0.54029 -1.06988
*
```

Computed properties:
**Kohn-Sham gap (spin up / spin down)**: 5.6335 / 5.5335 eV



Entry two
Density functional theory data (ωB97M-V/def2-TZVPD) for 4 unconnected molecules or ions with the total composition C3H3NO2.

The geometry in ORCA input format:
```
! RIJCOSX wB97M-V def2-TZVPD def2/J DEFGRID3
* xyz -2 1
C -2.53488 1.81333 0.33939
C -15.74110 -0.51761 -0.10672
C -2.71660 2.90769 -0.15906
N -15.87566 0.69343 -0.20174
O -16.30613 1.83211 -0.19387
O -15.14957 -2.39056 0.00604
H -2.06934 0.95373 0.65340
H -2.54459 3.87882 -0.56956
H 12.59772 4.63800 -4.16085
*
```

Computed properties:
**Kohn-Sham gap**: 2.1507 eV



Most stable structure, least stable structure: entry one, entry two.



Entry one
Density functional theory data (ωB97M-V/def2-TZVPD) for a single C11H14N4O3 molecule.

The geometry in ORCA input format:
```
! RIJCOSX wB97M-V def2-TZVPD def2/J DEFGRID3
* xyz 0 1
C -3.71086 -3.43384 -2.20349
C -2.49442 -2.80667 -2.60801
O -1.48461 -3.20910 -2.13051
N -2.42778 -1.72876 -3.35384
C -1.32460 -0.78431 -3.52515
C -1.14951 0.10761 -2.29143
O -1.41632 1.31465 -2.25571
N -0.66036 -0.56275 -1.16697
N -0.17521 0.26199 -0.00491
C 1.16771 0.57619 0.20969
O 2.02079 0.14327 -0.52806
C 1.57165 1.34944 1.31032
C 1.40224 2.78747 1.21465
C 1.95097 3.54685 2.23925
N 2.51191 2.99852 3.27297
C 2.56478 1.66317 3.44725
C 3.02196 1.10307 4.71607
C 2.04203 0.75756 2.47050
H -4.14105 -4.01672 -3.08167
H -3.54426 -4.29610 -1.50576
H -4.42841 -2.69474 -1.82220
H -3.30939 -1.34394 -3.61276
H -1.45971 -0.03959 -4.36096
H -0.42254 -1.38235 -3.81848
H -0.46384 -1.54957 -1.14722
H -0.82141 0.82773 0.59276
H 1.10531 3.26071 0.24819
H 2.08960 4.58805 2.03671
H 3.11683 1.82047 5.59775
H 2.49180 0.24713 4.91726
H 4.06987 0.75833 4.54175
H 2.30685 -0.26373 2.60198
*
```

Computed properties:
**Kohn-Sham gap**: 9.8527 eV
**SMILES string**: CC(=O)NCC(=O)NNC(=O)c1ccnc(C)c1



Entry two
Density functional theory data (ωB97M-V/def2-TZVPD) for a single C11H14N4O3 molecule.

The geometry in ORCA input format:
```
! RIJCOSX wB97M-V def2-TZVPD def2/J DEFGRID3
* xyz 0 1
O -6.17631 -0.18938 0.41527
C -5.61011 -1.47754 0.28008
C -4.35408 -1.39043 -0.59578
O -3.18576 -1.07373 0.12270
C -3.09619 0.26862 0.55925
C -2.62361 1.22489 -0.56019
O -1.47251 1.96330 -0.21561
C -0.26681 1.33446 -0.15976
C -0.06258 -0.02997 -0.35449
C 1.21612 -0.54812 -0.28871
C 2.30646 0.27605 -0.02580
C 3.63613 -0.28240 0.03899
N 3.92288 -1.59596 -0.14906
N 5.18702 -1.72778 -0.02080
N 5.67455 -0.53497 0.23899
N 4.75000 0.40334 0.28754
C 2.09877 1.64136 0.17685
C 0.82794 2.16204 0.10980
H -6.98942 -0.25190 0.92695
H -6.32676 -2.15798 -0.19871
H -5.33230 -1.88741 1.26028
H -4.15661 -2.37051 -1.03567
H -4.54029 -0.66250 -1.39512
H -4.05481 0.60386 0.96271
H -2.35429 0.26807 1.36228
H -3.38023 1.98574 -0.76451
H -2.44520 0.64798 -1.47712
H -0.88888 -0.69721 -0.53965
H 1.38415 -1.60344 -0.43769
H 6.65471 -0.34557 0.38777
H 2.94540 2.27739 0.38347
H 0.64662 3.21462 0.26033
*
```

Computed properties:
**Kohn-Sham gap**: 8.9272 eV
**SMILES string**: OCCOCCOc1ccc(-c2nn[nH]n2)cc1



Most stable structure, least stable structure: entry one, entry two.



Entry one
Density functional theory data (ωB97M-V/def2-TZVPD) for 2 unconnected molecules or ions with the total composition C8H5BrClF3.

The geometry in ORCA input format:
```
! RIJCOSX wB97M-V def2-TZVPD def2/J DEFGRID3
* xyz 0 1
C 1.82002 -1.09003 -0.53608
C 1.11776 -1.19054 0.65557
C 1.78340 0.09534 -1.26331
C 0.35697 -0.20155 1.20140
C 1.03833 1.13452 -0.72207
C 0.14552 0.95036 0.40413
C -0.73157 1.98643 0.68243
C -2.11755 -0.87963 -0.49530
F -0.71240 3.12074 0.02994
F -2.16821 -1.76217 -1.47817
F -3.18746 0.00602 -0.58330
Cl -2.07686 1.73401 1.70134
Br -2.21307 -1.85724 1.17371
H 2.37345 -2.02971 -0.89587
H 1.17291 -2.13555 1.17057
H 2.47800 0.28487 -2.12289
H -0.30432 -0.29904 2.15749
H 1.22510 2.13316 -1.07959
*
```

Computed properties:
**Kohn-Sham gap (spin up / spin down)**: 4.2555 / 4.2513 eV



Entry two
Density functional theory data (ωB97M-V/def2-TZVPD) for a single C8H5BrClF3 molecule.

The geometry in ORCA input format:
```
! RIJCOSX wB97M-V def2-TZVPD def2/J DEFGRID3
* xyz 0 1
F 0.12030 -3.31229 0.78557
C -0.53760 -2.37703 0.07862
Cl -1.73641 -3.03365 -0.93141
C -0.13902 -1.08450 0.19298
C 0.97622 -0.65451 1.03551
C 1.70921 0.41050 0.66660
C 1.53562 1.00525 -0.64693
C 0.41763 0.76751 -1.33201
C -0.70198 0.08722 -0.58337
C -1.27514 1.23271 0.36158
F -0.60854 2.37672 0.36484
F -1.37990 0.84099 1.63580
Br -3.12461 1.64270 -0.24016
H 1.19653 -1.20338 1.93497
H 2.49171 0.80226 1.29516
H 2.33319 1.60643 -1.05069
H 0.21411 1.15135 -2.31684
H -1.49129 -0.25828 -1.25019
*
```

Computed properties:
**Kohn-Sham gap**: 8.5481 eV
**SMILES string**: F/C(Cl)=C1\C=CC=C[C@@H]1C(F)(F)Br



Most stable structure, least stable structure: entry two, entry one.